Entry 1:
Density functional theory data (ωB97M-V with the def2-TZVPD basis set) for a structure of composition C28H32Cl4Ge2MoN2O.

E_LUMO   -0.4232 eV
Strongest force on any atom   2.43 eV Å⁻¹
Calculated total energy   -7333.714608 a.u.
Energy relative to the best compared isomer or geometry (same formula, charge and spin)   0.0 kcal per mole
HOMO   -8.417 eV

Each line ends with the Löwdin charge.
Atoms and positions in Å:
Mo1 -0.24774 0.47623 -0.33250  1.365
C1 -2.68058 -3.53751 3.24299  -0.149
C2 -2.65763 -2.87637 1.85913  -0.310
Ge1 -1.12006 -1.67140 1.56894  0.936
C3 0.58824 -2.61687 1.43870  -0.347
C4 0.88053 -3.43186 2.69968  -0.159
C5 -1.17441 -0.48157 3.10152  -0.222
C6 -1.13692 0.84229 3.28267  -0.319
Ge2 -0.83042 1.97654 1.69213  0.897
C7 -2.49379 2.91635 1.13157  -0.373
C8 -3.19925 3.85935 2.10516  -0.172
C9 0.76290 3.14599 1.77063  -0.375
C10 0.91254 4.23047 2.83635  -0.176
C11 -1.34663 1.44861 4.62955  -0.222
C12 -1.51635 0.68650 5.79060  -0.035
C13 -1.71733 1.28846 7.01958  -0.081
C14 -1.75842 2.67347 7.12939  -0.088
C15 -1.59533 3.44527 5.99232  -0.068
C16 -1.39193 2.83368 4.76324  -0.075
H1 -3.58852 -4.13415 3.34855  0.073
H2 -2.69096 -2.80222 4.04797  0.057
H3 -1.83516 -4.20419 3.40755  0.050
H4 -3.55707 -2.27460 1.75230  0.034
H5 -2.67954 -3.64511 1.08446  0.074
H6 1.35791 -1.86609 1.27650  0.034
H7 0.56513 -3.25288 0.55731  0.026
H8 0.86537 -2.81537 3.60084  0.069
H9 1.87752 -3.86941 2.62531  0.072
H10 0.17714 -4.25273 2.83738  0.049
H11 -1.33186 -1.11821 3.97454  0.033
H12 -3.19372 2.13986 0.80117  0.002
H13 -2.20960 3.45791 0.22502  0.038
H14 -3.54938 3.33903 2.99739  0.063
H15 -4.06907 4.31602 1.62800  0.068
H16 -2.54594 4.67270 2.42969  0.058
H17 0.78783 3.60097 0.77619  0.030
H18 1.62075 2.47003 1.80036  0.054
H19 0.08018 4.93826 2.82113  0.061
H20 1.82509 4.80499 2.66252  0.068
H21 0.97643 3.81220 3.84102  0.059
H22 -1.49144 -0.39405 5.74999  0.098
H23 -1.84364 0.67212 7.90060  0.103
H24 -1.91643 3.14106 8.09240  0.101
H25 -1.62565 4.52563 6.05461  0.107
H26 -1.27147 3.45527 3.88814  0.052
Cl1 -3.04338 2.26835 -2.59665  0.695
C17 -1.63375 3.20259 -2.96909  -0.602
C18 -1.73105 4.24774 -3.86852  -0.112
C19 -0.60102 4.99130 -4.17156  -0.080
C20 0.61863 4.68948 -3.58474  -0.111
C21 0.70326 3.63936 -2.69016  -0.604
Cl2 2.22552 3.25395 -1.96722  0.707
C22 -0.41796 2.86654 -2.34613  -0.434
N1 -0.35133 1.84966 -1.44464  -0.254
H27 -2.68511 4.47167 -4.32418  0.104
H28 -0.67115 5.81145 -4.87318  0.107
H29 1.50612 5.26046 -3.81840  0.104
Cl3 -4.44245 -0.27865 0.23861  0.738
C23 -3.85029 -1.64381 -0.65119  -0.619
C24 -4.73060 -2.57106 -1.17227  -0.099
C25 -4.23069 -3.62645 -1.91909  -0.077
C26 -2.87108 -3.73108 -2.16271  -0.105
C27 -2.00090 -2.79568 -1.62784  -0.604
Cl4 -0.31579 -2.89677 -2.00046  0.731
C28 -2.45853 -1.75450 -0.81468  -0.503
N2 -1.66208 -0.74932 -0.27922  -0.319
H30 -5.79193 -2.45506 -1.00376  0.108
H31 -4.90875 -4.35674 -2.33915  0.108
H32 -2.47591 -4.52583 -2.77939  0.106
O1 1.32929 -0.03338 -0.04497  -0.548


Entry 2:
Density functional theory data (ωB97M-V with the def2-TZVPD basis set) for a structure of composition C28H32F15O15Zr.

E_LUMO   -5.8286 eV
Strongest force on any atom   10.28 eV Å⁻¹
Calculated total energy   -3759.401394 a.u.
Energy relative to the best compared isomer or geometry (same formula, charge and spin)   177.8 kcal per mole
HOMO   -10.321 eV
Charge   +1

Each line ends with the Löwdin charge.
Atoms and positions in Å:
Zr1 0.22517 -2.93060 2.37001  2.095
C1 4.28979 -1.19536 2.23380  0.051
C2 3.03262 -1.85974 2.07339  -0.253
C3 2.78133 -2.79867 0.82887  -0.290
O1 1.69523 -3.39640 0.87861  -0.174
C4 3.77331 -2.86319 -0.25781  0.075
C5 4.89135 -2.08850 -0.08485  -0.314
C6 5.06689 -1.15168 1.13675  -0.272
O2 6.16230 -0.38956 1.15223  0.036
O3 5.76513 -2.12322 -1.02223  0.075
O4 1.98482 -1.77073 2.80683  -0.185
H1 4.43218 -0.65528 3.15816  0.134
H2 3.76447 -3.63468 -1.01354  0.126
C7 0.43174 0.40640 -0.58642  -0.069
C8 -0.69282 -0.48961 -0.07966  -0.321
O5 -0.29057 -1.20103 1.09375  -0.353
H3 0.99094 1.01340 0.12558  0.080
H4 0.00491 0.96416 -1.41998  0.069
H5 1.18556 -0.28989 -0.95388  0.074
H6 -1.06681 -1.10742 -0.89608  0.097
H7 -1.44702 0.27342 0.11287  0.099
C9 -7.09428 0.87653 3.93655  -0.061
C10 -6.60028 1.59243 2.71739  -0.201
O6 -5.70857 0.80038 1.90611  0.006
C11 -6.21222 -0.07998 1.02938  -0.320
O7 -7.41507 -0.27188 0.84376  0.141
C12 -5.18252 -1.03363 0.29124  -0.479
F1 -3.99385 -0.43115 0.17442  0.136
F2 -4.84595 -2.18503 0.93576  0.126
F3 -5.61946 -1.36918 -0.95504  0.151
H8 -6.35948 0.45046 4.61967  0.066
H9 -7.71897 0.02349 3.67163  0.085
H10 -7.67400 1.60429 4.50434  0.094
H11 -6.06563 2.49622 3.00968  0.120
H12 -7.46500 1.84737 2.10471  0.130
C13 7.96273 3.00603 -3.15930  -0.065
C14 6.59420 2.56808 -3.75952  -0.174
O8 5.54194 2.70681 -2.77866  -0.016
C15 5.42622 1.94784 -1.63026  -0.282
O9 6.14707 0.92620 -1.50283  0.117
C16 4.45153 2.43475 -0.57019  -0.526
F4 3.90800 3.63104 -0.97025  0.148
F5 3.56559 1.38778 -0.56723  0.123
F6 5.01871 2.42722 0.58721  0.229
H13 7.97726 4.01321 -2.74277  0.075
H14 8.79280 3.11732 -3.85694  0.072
H15 8.28281 2.29337 -2.39921  0.070
H16 6.59984 1.53207 -4.09826  0.119
H17 6.47068 3.18678 -4.64837  0.117
C17 -3.12127 4.97162 -5.41181  -0.035
C18 -1.55569 5.30313 -5.34617  -0.147
O10 -0.78860 4.30602 -4.66406  0.019
C19 0.50776 4.32354 -4.59464  -0.337
O11 1.33213 5.18551 -5.05670  0.093
C20 0.99853 3.08647 -3.72652  -0.440
F7 0.00122 2.15202 -3.58348  0.113
F8 2.13080 2.53020 -4.20317  0.166
F9 1.20005 3.62746 -2.46934  0.114
H18 -3.68127 5.45547 -6.21206  0.072
H19 -3.64207 5.22687 -4.48893  0.066
H20 -3.22232 3.90904 -5.63280  0.070
H21 -1.30103 6.21564 -4.80712  0.127
H22 -1.17713 5.39781 -6.36392  0.125
C21 -3.37083 1.52738 4.42613  -0.044
C22 -2.07661 0.91614 4.03210  -0.209
O12 -1.38775 0.45832 5.19608  0.072
C23 -0.44365 -0.51912 5.01428  -0.195
O13 -0.23141 -1.19037 3.95570  -0.064
C24 0.44960 -0.70085 6.27248  -0.493
F10 0.03611 -1.70809 7.07937  0.164
F11 1.72564 -0.90179 5.87420  0.174
F12 0.36970 0.39881 7.04141  0.177
H23 -3.09664 2.34202 5.09641  0.099
H24 -4.04589 0.78416 4.85044  0.083
H25 -3.84552 1.99553 3.56380  0.081
H26 -1.49527 1.65094 3.47514  0.149
H27 -2.24183 0.06873 3.36674  0.122
C25 0.56245 -7.04473 -0.51343  -0.039
C26 -0.93690 -6.85219 -0.09896  -0.204
O14 -1.69430 -5.93833 -0.82475  0.083
C27 -1.49417 -4.62811 -0.73445  -0.267
O15 -0.87106 -4.08237 0.21821  0.010
C28 -2.30907 -3.82682 -1.68807  -0.550
F13 -3.07076 -2.96830 -1.03207  0.190
F14 -1.43072 -3.07369 -2.42319  0.159
F15 -3.04774 -4.59044 -2.46174  0.225
H28 1.17231 -6.20517 -0.17980  0.063
H29 0.65876 -7.08164 -1.59854  0.083
H30 0.93529 -8.04976 -0.31593  0.089
H31 -0.87136 -6.87757 0.98877  0.121
H32 -1.39412 -7.80407 -0.36905  0.132


Entry 3:
Density functional theory data (ωB97M-V with the def2-TZVPD basis set) for a cluster of 4 separate species, C28H32FN4O4 in total.

E_LUMO   -4.0630 eV
Strongest force on any atom   6.08 eV Å⁻¹
Calculated total energy   -1705.539927 a.u.
HOMO   -11.453 eV
Charge   +1

Each line ends with the Löwdin charge.
Atoms and positions in Å:
C1 -0.22763 -4.07632 -0.22265  -0.077
C2 0.76696 -2.87940 0.18508  -0.227
O1 0.71542 -1.71865 -0.69245  -0.070
C3 -0.39837 -0.89612 -0.44854  -0.140
C4 -0.48432 0.43156 -1.29643  0.099
C5 -1.73442 1.36535 -1.09202  0.064
N1 -2.80211 1.07401 -0.12489  -0.042
C6 -3.98064 1.98824 0.05762  -0.037
C7 -3.71294 3.49560 -0.39539  -0.274
O2 -2.69788 4.13815 -0.05024  0.118
F1 -4.70207 4.15771 -1.21225  0.036
C8 -2.76642 -0.15652 0.68083  -0.059
C9 -3.90563 -0.58302 1.72324  -0.110
C10 -4.44711 -2.06265 1.28562  -0.160
C11 -5.18618 -2.00500 -0.16429  -0.084
C12 -6.75133 -2.29701 0.09059  -0.379
O3 -7.37440 -1.48417 0.83411  0.058
O4 -7.37755 -3.45428 -0.46633  0.033
C13 -1.55762 -1.16121 0.55546  0.089
H1 -0.00923 -4.95250 0.50506  0.104
H2 -0.15907 -4.39788 -1.31835  0.094
H3 -1.34267 -3.81194 -0.03585  0.060
H4 1.83474 -3.32710 0.15545  0.148
H5 0.60518 -2.58506 1.29526  0.106
H6 0.32874 0.73827 -2.05777  0.128
H7 -1.74880 2.30333 -1.76659  0.135
H8 -4.92782 1.53443 -0.43516  0.157
H9 -4.23889 2.03415 1.18785  0.157
H10 -4.83002 0.08630 1.73007  0.113
H11 -3.45839 -0.63926 2.77826  0.139
H12 -5.17408 -2.47490 2.08767  0.139
H13 -3.60991 -2.83474 1.19526  0.096
H14 -4.76072 -2.82968 -0.84572  0.124
H15 -5.00472 -1.00510 -0.70944  0.116
H16 -7.68614 -3.26001 -1.38771  0.135
H17 -1.54853 -2.09286 1.22028  0.107
N2 -0.15657 2.09964 -5.04576  0.041
C14 -0.74666 3.27210 -4.78299  -0.178
C15 -0.14098 4.50391 -4.96556  -0.071
C16 1.15950 4.52787 -5.44919  -0.071
C17 1.79853 3.32771 -5.72931  -0.067
C18 1.10220 2.14893 -5.51302  -0.154
H18 -1.76210 3.20046 -4.40492  0.093
H19 -0.67070 5.42009 -4.73569  0.105
H20 1.67025 5.47178 -5.60563  0.111
H21 2.81337 3.30851 -6.10656  0.106
H22 1.55709 1.18519 -5.71907  0.103
N3 0.99694 -0.78294 2.93244  0.050
C19 1.15491 -0.79858 4.26732  -0.139
C20 2.04861 0.01229 4.94737  -0.057
C21 2.83052 0.88999 4.21020  -0.060
C22 2.68966 0.92603 2.83004  -0.088
C23 1.76551 0.07784 2.24361  -0.152
H23 0.52418 -1.50351 4.79920  0.105
H24 2.13195 -0.04120 6.02560  0.109
H25 3.54300 1.54001 4.70644  0.116
H26 3.28419 1.59830 2.22429  0.100
H27 1.61704 0.07191 1.16808  0.092
N4 6.06933 -2.01778 1.57551  0.054
C24 5.47640 -0.84184 1.84051  -0.155
C25 6.08910 0.38812 1.66183  -0.078
C26 7.39234 0.40926 1.18523  -0.077
C27 8.02950 -0.79096 0.90505  -0.070
C28 7.32956 -1.96854 1.11386  -0.149
H28 4.46018 -0.91109 2.21371  0.080
H29 5.56178 1.30617 1.88973  0.086
H30 7.90644 1.35226 1.03342  0.108
H31 9.04605 -0.81136 0.53247  0.105
H32 7.78342 -2.93232 0.90615  0.104


Entry 4:
Density functional theory data (ωB97M-V with the def2-TZVPD basis set) for a structure of composition C28H32Ge2N4PtSe.

E_LUMO (spin up / spin down)   -6.8694 / -8.9185 eV
Multiplicity   3
Strongest force on any atom   1.93 eV Å⁻¹
Calculated total energy   -7979.192214 a.u.
<S²>   2.009
HOMO (spin up / spin down)   -13.448 / -13.436 eV
Charge   +2

Each line ends with the Löwdin charge.
Atoms and positions in Å:
Pt1 0.00177 -0.49481 -1.08656  0.874
Se1 0.00078 -8.20609 -1.27867  1.253
N1 1.28345 -7.00969 -1.29404  -0.211
C1 0.71993 -5.82672 -1.30722  -0.333
C2 1.45400 -4.58075 -1.32475  -0.060
C3 2.85222 -4.51139 -1.30211  0.061
C4 3.46857 -3.27945 -1.33170  0.009
C5 2.68140 -2.13340 -1.37281  -0.098
N2 1.35702 -2.19460 -1.38559  -0.027
C6 0.72812 -3.38554 -1.35883  -0.143
C7 -0.72553 -3.38536 -1.35907  -0.143
N3 -1.35410 -2.19433 -1.38656  -0.027
C8 -2.67850 -2.13272 -1.37374  -0.098
C9 -3.46585 -3.27865 -1.33197  0.008
C10 -2.84984 -4.51066 -1.30198  0.061
C11 -1.45162 -4.58042 -1.32471  -0.060
C12 -0.71786 -5.82660 -1.30710  -0.333
N4 -1.28164 -7.00941 -1.29385  -0.211
H1 3.41556 -5.43484 -1.26385  0.138
H2 4.54523 -3.18917 -1.32121  0.130
H3 3.13005 -1.14905 -1.40780  0.124
H4 -3.12681 -1.14825 -1.40925  0.124
H5 -4.54248 -3.18793 -1.32140  0.130
H6 -3.41336 -5.43398 -1.26337  0.138
C13 -1.93799 -1.08780 3.39833  -0.146
C14 -1.66739 -1.31454 1.90811  -0.354
Ge1 0.00311 -0.38853 1.34403  0.864
C15 1.68070 -1.30154 1.90845  -0.354
C16 1.95433 -1.05993 3.39579  -0.146
C17 -0.00501 1.50002 1.83027  -0.229
C18 -0.00601 2.51516 0.95522  -0.337
Ge2 0.00162 1.96634 -0.96004  0.924
C19 -1.67233 2.24309 -2.04344  -0.343
C20 -2.04249 3.71019 -2.26302  -0.145
C21 1.68552 2.24265 -2.02882  -0.342
C22 2.05710 3.71021 -2.24240  -0.145
C23 -0.01337 3.94272 1.29630  -0.244
C24 -0.02554 4.39953 2.61961  -0.019
C25 -0.03095 5.75326 2.89567  -0.050
C26 -0.02503 6.68338 1.86280  -0.050
C27 -0.01363 6.25020 0.54565  -0.050
C28 -0.00784 4.89440 0.27273  -0.074
H7 -2.87612 -1.56726 3.67730  0.084
H8 -2.02383 -0.02632 3.63232  0.072
H9 -1.15170 -1.51478 4.02056  0.063
H10 -2.49788 -0.93007 1.31293  0.053
H11 -1.55997 -2.37950 1.68788  0.060
H12 2.50772 -0.91868 1.30749  0.053
H13 1.57710 -2.36880 1.69789  0.060
H14 2.03862 0.00396 3.61914  0.072
H15 2.89400 -1.53493 3.67722  0.084
H16 1.17027 -1.48215 4.02408  0.063
H17 -0.01010 1.69047 2.90078  0.064
H18 -2.49103 1.71775 -1.54905  0.053
H19 -1.47427 1.74560 -2.99565  0.059
H20 -2.26161 4.21910 -1.32545  0.074
H21 -2.93856 3.75293 -2.88345  0.089
H22 -1.25713 4.25910 -2.78311  0.070
H23 1.49517 1.74674 -2.98339  0.060
H24 2.49976 1.71642 -1.52813  0.053
H25 1.27647 4.25970 -2.76893  0.070
H26 2.95900 3.75424 -2.85427  0.089
H27 2.26734 4.21764 -1.30197  0.074
H28 -0.03118 3.69975 3.44416  0.108
H29 -0.04006 6.09163 3.92304  0.117
H30 -0.02941 7.74203 2.08370  0.117
H31 -0.00926 6.97122 -0.26105  0.117
H32 0.00134 4.55919 -0.76109  0.055


Question: Which of these has the lowest strongest force on any atom?
Answer: C28H32Ge2N4PtSe


Question: Look up the strongest force on any atom of the third one.
Answer: 6.08 eV Å⁻¹